Record 1
The following is a DFT calculation (wB97M-V/def2-TZVPD) of a cluster of 5 separate species, C59H68F5NO2 in total.

The total energy is -2993.561870 Ha. The value obtained for the molecular weight is 918.2 u. The largest force on an atom comes out at 0.0190 hartree/bohr. As for the SMILES: [H]/N=C/Cc1cc(CCCCCCCCCCCCCCCC)cc2c1C(=O)c1c(CCCF)cccc1C2=O.Fc1ccccc1.Fc1ccccc1.Fc1ccccc1.Fc1ccccc1.

Geometry as ORCA input:
```
! wB97M-V def2-TZVPD RIJCOSX def2/J DEFGRID3
* xyz 0 1
H -2.86300 3.02198 -3.18060
N -3.64794 3.05292 -2.53542
C -4.12182 1.89854 -2.34528
C -5.30023 1.62353 -1.45666
C -5.06145 1.85333 0.01804
C -4.33918 2.97295 0.44631
C -4.09694 3.24169 1.79142
C -3.27143 4.41654 2.23471
C -1.93898 3.94840 2.87792
C -0.67638 4.60892 2.27655
C 0.40945 3.60775 1.90366
C 1.80349 4.22445 1.87014
C 2.78095 3.41034 1.03522
C 4.24267 3.73904 1.33332
C 5.19589 3.36191 0.18003
C 6.42405 2.52659 0.59974
C 6.38795 1.11967 0.01204
C 7.58917 0.24228 0.35010
C 8.94839 0.90640 0.05804
C 9.62422 1.38810 1.35361
C 10.28976 0.22531 2.08095
C 11.66923 -0.11940 1.50862
C 12.44315 -1.08151 2.40283
C -4.62312 2.38533 2.76373
C -5.36063 1.27917 2.36039
C -5.57091 0.98811 1.00215
C -6.32726 -0.25685 0.70325
O -6.08948 -0.96109 -0.25078
C -7.38664 -0.63710 1.67843
C -8.54965 -1.32704 1.30774
C -8.83575 -1.77622 -0.10242
C -8.22588 -3.18719 -0.30101
C -9.29836 -4.24279 -0.48689
F -8.76796 -5.47674 -0.11798
C -9.48598 -1.65625 2.29772
C -9.26938 -1.33105 3.63347
C -8.10436 -0.66566 4.00010
C -7.17054 -0.31549 3.02981
C -5.93612 0.40379 3.41266
O -5.45732 0.31703 4.51003
H -3.70049 1.03260 -2.85890
H -6.09247 2.30904 -1.76812
H -5.65418 0.62512 -1.65749
H -3.94379 3.65352 -0.29124
H -3.84185 4.98349 2.96593
H -3.06094 5.07989 1.40111
H -1.84289 2.87758 2.71874
H -1.95323 4.10213 3.95248
H -0.93836 5.22424 1.41978
H -0.26046 5.28468 3.02570
H 0.40980 2.75741 2.58261
H 0.19764 3.21818 0.90448
H 2.19041 4.29341 2.88659
H 1.75419 5.22984 1.45526
H 2.63331 2.34583 1.21670
H 2.61259 3.59435 -0.02447
H 4.35402 4.80276 1.53763
H 4.58805 3.21509 2.22259
H 4.65224 2.78698 -0.56854
H 5.54879 4.25705 -0.32647
H 6.51417 2.44176 1.68229
H 7.32051 3.04200 0.26183
H 5.48648 0.65199 0.41644
H 6.24397 1.15910 -1.06742
H 7.53577 -0.67024 -0.24524
H 7.54234 -0.07849 1.38820
H 9.62602 0.21559 -0.43934
H 8.81435 1.73979 -0.62794
H 10.37053 2.14422 1.11851
H 8.86061 1.82396 1.99247
H 10.41402 0.44312 3.14220
H 9.67681 -0.67264 2.00352
H 11.52878 -0.57580 0.52870
H 12.23377 0.79604 1.34368
H 12.95100 -0.54236 3.19908
H 11.76031 -1.80186 2.84411
H 13.21444 -1.58973 1.83146
H -4.45767 2.56959 3.81366
H -8.39534 -1.10096 -0.82422
H -9.90954 -1.84523 -0.24215
H -7.64819 -3.47294 0.57334
H -7.54276 -3.22204 -1.14450
H -9.60188 -4.29998 -1.52920
H -10.15966 -4.07001 0.15522
H -10.39191 -2.17419 2.01876
H -10.00335 -1.60521 4.37356
H -7.94605 -0.41841 5.03901
F 11.19233 -1.62195 -2.19197
C 10.03256 -2.12920 -2.66370
C 9.93381 -3.49038 -2.86920
C 8.73756 -4.00771 -3.34531
C 7.66721 -3.16462 -3.61187
C 7.79140 -1.79831 -3.39928
C 8.98123 -1.27237 -2.91875
H 10.78153 -4.12903 -2.65880
H 8.64199 -5.07285 -3.50695
H 6.73746 -3.57285 -3.98474
H 6.96095 -1.13757 -3.60854
H 9.09761 -0.21095 -2.74284
F -10.20035 -3.96482 4.32615
C -8.95882 -4.48725 4.21031
C -8.62183 -5.15639 3.05188
C -7.34313 -5.67741 2.92827
C -6.42850 -5.53248 3.96328
C -6.79231 -4.85960 5.12214
C -8.06713 -4.32678 5.25101
H -9.34838 -5.26019 2.25780
H -7.06390 -6.19329 2.01966
H -5.43179 -5.94136 3.86505
H -6.08129 -4.74601 5.92929
H -8.36821 -3.79065 6.14132
F 10.33168 1.52665 -4.71716
C 11.28576 0.95566 -5.48383
C 11.82418 1.67903 -6.52854
C 12.80618 1.08827 -7.31076
C 13.22790 -0.20730 -7.04392
C 12.66802 -0.91477 -5.98852
C 11.69045 -0.33152 -5.19603
H 11.47713 2.68533 -6.72173
H 13.24297 1.64250 -8.13055
H 13.99217 -0.66429 -7.65825
H 12.99211 -1.92561 -5.77979
H 11.24847 -0.85993 -4.36726
F -12.13132 -1.97089 -0.61849
C -12.75188 -1.46095 -1.70597
C -14.09412 -1.15392 -1.62578
C -14.72329 -0.62786 -2.74458
C -14.00932 -0.42363 -3.91767
C -12.65976 -0.74323 -3.97295
C -12.01902 -1.26444 -2.85836
H -14.63171 -1.32613 -0.70300
H -15.77418 -0.37660 -2.69889
H -14.50510 -0.01537 -4.78795
H -12.10224 -0.58756 -4.88655
H -10.96623 -1.51441 -2.87727
*
```

Record 2
The following is a DFT calculation (wB97M-V/def2-TZVPD) of a structure of composition C59H77N6O4PReSi in a non-equilibrium geometry.

The total energy is -3633.060729 Ha. The value obtained for the molecular weight is 1179.6 u. The largest force on an atom comes out at 0.0310 hartree/bohr.

Geometry as ORCA input:
```
! wB97M-V def2-TZVPD RIJCOSX def2/J DEFGRID3
* xyz 0 4
Re 0.27170 0.26690 -0.36410
O -2.77890 0.54460 -0.79700
C -3.61250 -0.52370 -0.41050
C -2.73060 -1.78390 -0.21780
C -1.75450 -1.75950 0.93390
C -1.70370 -2.89130 1.72770
C -0.81120 -2.95200 2.78920
C -0.13510 -1.78960 3.11140
C -0.29440 -0.64470 2.33640
C 0.15680 0.63540 2.99840
C 0.40560 1.96410 2.21180
O 0.28140 1.85940 0.85870
C -0.49880 3.09990 2.75260
C -0.94650 3.16600 4.06670
C -1.70670 4.23730 4.50330
C -2.01570 5.27550 3.64530
C -1.51540 5.25280 2.35640
C -0.75240 4.18470 1.92180
C 1.76270 2.60210 2.59420
C 2.29760 2.58180 3.87680
C 3.41910 3.33290 4.18400
C 4.02190 4.12360 3.22070
C 3.50260 4.14350 1.93850
C 2.38310 3.39330 1.63740
N -0.95710 -0.68360 1.15570
C -4.61690 -0.81520 -1.52430
C -4.16100 -1.32640 -2.73600
C -5.03670 -1.60260 -3.77050
C -6.39140 -1.36380 -3.61500
C -6.85190 -0.81470 -2.43240
C -5.97300 -0.54240 -1.39790
C -4.26510 -0.27830 0.94090
C -3.86690 0.78680 1.73520
C -4.37340 0.93500 3.01680
C -5.28560 0.02110 3.51600
C -5.69600 -1.03930 2.72440
C -5.18360 -1.19320 1.45050
H -3.40230 -2.62870 -0.05950
H -2.19600 -1.95110 -1.14710
H -2.35230 -3.72810 1.51470
H -0.69510 -3.85060 3.37580
H 0.48410 -1.75720 3.99610
H -0.65340 0.82060 3.71050
H 1.05360 0.39370 3.57180
H -0.69470 2.40190 4.78830
H -2.04390 4.25960 5.52980
H -2.61650 6.10370 3.99380
H -1.70830 6.08050 1.69140
H -0.33620 4.19140 0.92860
H 1.83900 1.99290 4.65730
H 3.81260 3.31520 5.19150
H 4.88090 4.72660 3.47730
H 3.96200 4.75840 1.17810
H 1.95730 3.40290 0.64810
H -3.10420 -1.47450 -2.88960
H -4.66250 -2.00120 -4.70270
H -7.07870 -1.58550 -4.41470
H -7.90120 -0.58890 -2.31080
H -6.34860 -0.09140 -0.49310
H -3.15380 1.49820 1.34730
H -4.03710 1.76290 3.62580
H -5.68320 0.13450 4.51360
H -6.40810 -1.76190 3.09640
H -5.52020 -2.02560 0.84790
C 4.15630 -0.11930 -4.94170
C 2.96160 -0.17390 -3.99650
C 1.67650 0.07230 -4.78510
C 2.83700 -1.57860 -3.40610
P 2.91420 1.11230 -2.53290
N 1.80190 0.79730 -1.50760
C 2.56990 2.87460 -3.27000
C 1.05790 2.97750 -3.48120
C 2.93500 3.87190 -2.17330
C 3.31520 3.26350 -4.54150
C 4.64430 1.05340 -1.65490
C 5.81940 1.70310 -2.37770
C 4.96240 -0.42110 -1.40950
C 4.43200 1.70140 -0.28920
H 3.97390 -0.80120 -5.77470
H 5.07190 -0.43830 -4.45090
H 4.30350 0.87490 -5.34960
H 1.53430 -0.72210 -5.52030
H 1.71480 1.00680 -5.33260
H 0.83020 0.08420 -4.09790
H 2.44880 -2.25720 -4.16650
H 2.14380 -1.55070 -2.56940
H 3.78270 -1.98030 -3.06400
H 0.53430 2.45830 -2.67680
H 0.74110 2.56020 -4.43110
H 0.75400 4.02300 -3.46800
H 2.48540 3.55900 -1.23690
H 2.54930 4.86000 -2.42740
H 4.01040 3.96110 -2.05370
H 2.95220 2.72220 -5.41150
H 4.38530 3.10250 -4.44360
H 3.15100 4.32650 -4.72690
H 5.97800 1.27340 -3.36300
H 6.72450 1.54020 -1.78910
H 5.68630 2.77600 -2.48490
H 5.35360 -0.90760 -2.29860
H 4.06840 -0.93590 -1.06950
H 5.71840 -0.51780 -0.63030
H 4.51250 2.78090 -0.33370
H 5.17680 1.34770 0.42220
H 3.44500 1.42910 0.08340
C -2.51960 1.45620 -3.52680
Si -3.08550 1.86080 -1.74350
C -2.00420 3.23700 -1.01990
C -4.89870 2.46850 -1.73240
H -2.17570 2.34660 -4.04300
H -3.30790 1.01200 -4.13060
H -1.68420 0.76140 -3.49890
H -1.70750 3.95110 -1.77990
H -1.10070 2.80960 -0.59030
H -2.51630 3.79020 -0.23810
H -4.93840 3.53120 -1.94720
H -5.36850 2.31830 -0.76440
H -5.50680 1.96650 -2.47770
N 3.10770 -5.02650 -0.39730
C 4.11490 -4.31100 0.17150
O 5.26390 -4.70530 0.14670
C 3.73100 -3.01950 0.79640
C 4.64990 -2.42240 1.66780
C 4.34910 -1.19390 2.21900
C 3.14430 -0.59250 1.87840
N 2.25180 -1.15910 1.07240
C 2.53840 -2.34040 0.54970
H 3.33530 -5.92860 -0.78160
H 2.14340 -4.78760 -0.26330
H 5.57330 -2.93630 1.88930
H 5.02890 -0.71090 2.90570
H 2.89220 0.38560 2.26240
H 1.77210 -2.73800 -0.10470
N -0.05340 -1.18860 -1.54580
C -0.29580 -2.07410 -2.28700
N -0.61490 -3.16350 -2.93780
C -1.29840 -4.28890 -2.32390
C -0.59590 -5.59380 -2.72400
O -0.44770 -5.70050 -4.12010
C 0.27730 -4.60850 -4.64310
C -0.46690 -3.29550 -4.37270
H -2.33670 -4.31250 -2.68450
H -1.29690 -4.17780 -1.23920
H -1.19850 -6.45200 -2.41930
H 0.39360 -5.64960 -2.23880
H 0.38080 -4.79350 -5.71340
H 1.27730 -4.56800 -4.18180
H -1.45440 -3.34070 -4.85210
H 0.08700 -2.44280 -4.75940
*
```

Which of these has the lowest total energy?
C59H77N6O4PReSi

Which of these has the highest molecular weight?
C59H77N6O4PReSi

Look up the total energy of the first one.
-2993.561870 Ha